No. 1
Entry from the Open Molecules 2025 dataset: C37H72BClFN4O10P2S4 as an isolated structure at a distorted geometry (wB97M-V/def2-TZVPD).

The geometry in XYZ format:
```
132
Properties=species:S:1:pos:R:3
C -6.308 -1.027 0.730
C -5.134 -1.872 1.228
C -4.495 -2.868 0.211
C -4.935 -2.756 -1.244
C -4.487 -1.498 -1.999
C -3.060 -1.554 -2.545
C -1.926 -1.409 -1.537
C -2.120 -0.201 -0.568
C -0.849 0.539 -0.217
N -0.205 1.039 -1.465
C -0.873 1.384 -2.428
O -1.449 1.739 -3.370
C 0.268 -0.439 0.289
B 1.521 -0.507 -0.732
O 2.509 0.464 -0.796
N 1.562 -1.641 -1.631
C 1.876 -1.226 -3.009
C 2.479 -2.679 -1.106
N 0.573 -0.376 1.772
P 2.157 0.255 2.374
O 2.122 0.302 3.839
C -0.617 0.022 2.619
N -1.529 -1.128 2.385
C -1.725 -1.908 3.297
S -1.856 -3.023 4.353
C -1.250 1.404 2.310
C -2.783 1.230 2.563
C -3.752 2.387 2.845
C -5.111 1.657 3.100
C -3.604 3.337 4.039
C -0.693 2.381 3.366
F 0.666 2.671 3.181
C -0.807 2.077 4.871
C -1.632 0.949 5.493
C -1.023 1.765 0.787
Cl 0.575 2.663 0.552
P -2.056 3.166 -0.012
C -3.775 2.590 -0.395
O -2.239 4.269 1.188
H -6.896 -0.727 1.595
H -6.986 -1.567 0.081
H -5.975 -0.094 0.282
H -4.343 -1.241 1.631
H -5.505 -2.463 2.062
H -4.771 -3.866 0.548
H -3.413 -2.812 0.301
H -6.014 -2.829 -1.341
H -4.525 -3.619 -1.768
H -5.138 -1.433 -2.871
H -4.679 -0.591 -1.429
H -2.947 -2.543 -2.993
H -2.904 -0.858 -3.366
H -0.988 -1.247 -2.063
H -1.761 -2.304 -0.942
H -2.623 -0.621 0.296
H -2.867 0.416 -1.055
H -0.193 -1.417 0.186
H 3.383 0.111 -0.597
H 1.639 -0.179 -3.175
H 2.923 -1.392 -3.239
H 1.256 -1.790 -3.705
H 2.404 -3.544 -1.758
H 3.519 -2.356 -1.068
H 2.096 -2.986 -0.132
H 0.701 -1.366 2.045
H 3.004 -0.762 1.909
H 2.502 1.444 1.745
H -0.250 -0.088 3.632
H -2.981 0.481 3.318
H -3.158 0.755 1.662
H -4.015 3.027 2.018
H -5.203 0.755 2.506
H -5.203 1.424 4.159
H -5.924 2.346 2.888
H -4.565 3.835 4.155
H -3.388 2.875 4.994
H -2.918 4.148 3.808
H -1.162 3.338 3.169
H -1.149 2.992 5.345
H 0.196 1.963 5.273
H -1.241 -0.053 5.338
H -2.695 0.941 5.280
H -1.566 1.084 6.571
H -3.797 2.502 -1.480
H -4.491 3.367 -0.144
H -4.075 1.632 0.015
H -2.130 5.145 0.805
C 3.428 -5.129 4.250
C 2.078 -4.914 4.954
C 1.665 -3.464 4.688
S 2.407 -2.995 3.133
O 3.373 -1.948 3.364
O 1.353 -2.793 2.150
C 3.269 -4.533 2.848
H 3.696 -6.183 4.203
H 4.218 -4.605 4.791
H 1.337 -5.594 4.529
H 2.133 -5.117 6.021
H 0.592 -3.350 4.574
H 2.050 -2.782 5.445
H 4.212 -4.330 2.346
H 2.635 -5.157 2.218
C 0.974 3.882 -4.765
C 0.140 3.670 -6.026
C 0.197 4.963 -6.848
S 1.770 5.743 -6.434
O 1.503 6.981 -5.749
O 2.652 5.689 -7.567
C 2.280 4.522 -5.221
H 1.148 2.942 -4.240
H 0.448 4.558 -4.085
H 0.561 2.846 -6.607
H -0.889 3.407 -5.784
H 0.162 4.777 -7.918
H -0.594 5.656 -6.569
H 2.834 5.009 -4.423
H 2.917 3.802 -5.734
C 8.434 -0.827 -3.049
C 7.490 -0.053 -3.979
C 6.421 -1.038 -4.469
S 6.256 -2.280 -3.180
O 6.687 -3.550 -3.694
O 4.964 -2.142 -2.533
C 7.534 -1.625 -2.111
H 9.093 -0.161 -2.495
H 9.056 -1.506 -3.634
H 7.017 0.760 -3.424
H 8.023 0.392 -4.817
H 5.456 -0.560 -4.622
H 6.727 -1.550 -5.379
H 8.040 -2.447 -1.611
H 7.053 -0.978 -1.377
```

Results
**Highest occupied orbital energy**: -10.88 eV
**Kohn-Sham gap**: 8.29 eV
**LUMO**: -2.59 eV
**Total charge**: +1

=====

No. 2
Entry from the Open Molecules 2025 dataset: a 9-piece molecular cluster, C37H74N5O18 overall at a distorted geometry (wB97M-V/def2-TZVPD).

The geometry in XYZ format:
```
134
Properties=species:S:1:pos:R:3
C 0.061 -5.244 1.538
C -0.960 -4.199 0.886
C -0.377 -3.479 -0.451
N -0.235 -2.021 -0.084
C -1.336 -1.126 -0.133
N -0.723 0.106 0.322
C 0.660 -0.127 0.625
N 1.634 0.663 1.107
N 0.954 -1.526 0.338
O 2.100 -2.216 0.492
N 3.085 -1.824 -0.407
O 2.702 -1.812 -1.521
H -0.529 -5.851 2.314
H 0.831 -4.643 2.140
H 0.621 -5.894 0.796
H -1.988 -4.635 0.632
H -1.154 -3.389 1.679
H 0.631 -3.933 -0.750
H -1.104 -3.608 -1.329
H -2.400 -1.327 -0.451
H 2.594 0.293 1.121
H 1.505 1.623 1.470
O -3.647 -3.558 0.648
C -4.837 -3.726 0.447
O -5.482 -4.716 1.073
C -6.909 -4.887 1.057
C -7.351 -5.651 -0.175
C -5.573 -2.895 -0.563
H -7.419 -3.927 1.161
H -7.157 -5.467 1.948
H -7.104 -5.114 -1.093
H -8.429 -5.823 -0.154
H -6.841 -6.616 -0.227
H -5.408 -3.311 -1.558
H -5.179 -1.878 -0.528
H -6.640 -2.815 -0.374
O -1.208 5.152 -4.140
C -0.626 4.114 -3.933
O -0.741 3.506 -2.737
C -0.250 2.189 -2.453
C 1.203 2.219 -2.062
C 0.302 3.533 -4.962
H -0.448 1.512 -3.288
H -0.835 1.820 -1.608
H 1.834 2.600 -2.867
H 1.545 1.216 -1.796
H 1.351 2.882 -1.205
H 1.273 4.025 -4.885
H -0.119 3.719 -5.951
H 0.431 2.455 -4.886
O 2.160 0.669 -5.805
C 1.563 0.255 -6.781
O 0.780 1.081 -7.496
C 0.188 0.744 -8.761
C -1.120 0.004 -8.569
C 1.616 -1.201 -7.148
H 0.894 0.195 -9.389
H -0.007 1.690 -9.270
H -0.975 -0.943 -8.046
H -1.591 -0.202 -9.532
H -1.808 0.598 -7.962
H 0.892 -1.749 -6.543
H 2.619 -1.574 -6.936
H 1.434 -1.396 -8.203
O -7.603 -3.063 -2.708
C -8.689 -3.401 -3.128
O -8.939 -4.697 -3.367
C -10.237 -5.226 -3.683
C -10.525 -5.108 -5.166
C -9.733 -2.377 -3.472
H -11.009 -4.762 -3.066
H -10.212 -6.282 -3.405
H -10.540 -4.067 -5.492
H -11.490 -5.560 -5.407
H -9.747 -5.610 -5.746
H -9.534 -1.984 -4.470
H -9.671 -1.564 -2.747
H -10.753 -2.752 -3.423
O 1.786 2.088 3.456
C 0.907 2.099 4.299
O -0.378 2.056 3.918
C -1.481 1.876 4.822
C -1.914 3.199 5.419
C 1.236 2.255 5.753
H -1.246 1.128 5.582
H -2.299 1.465 4.226
H -1.117 3.655 6.009
H -2.786 3.063 6.063
H -2.169 3.909 4.628
H 1.382 3.313 5.976
H 2.165 1.712 5.962
H 0.484 1.840 6.421
O 3.826 1.584 6.820
C 4.696 0.750 6.695
O 5.832 0.857 7.399
C 6.840 -0.164 7.469
C 7.797 -0.063 6.299
C 4.558 -0.358 5.689
H 6.388 -1.155 7.559
H 7.387 0.010 8.397
H 7.287 -0.212 5.346
H 8.591 -0.807 6.387
H 8.250 0.931 6.263
H 4.852 0.014 4.706
H 3.511 -0.668 5.658
H 5.134 -1.249 5.931
O 0.766 3.752 8.770
C 1.724 4.470 8.943
O 1.833 5.619 8.254
C 2.822 6.626 8.515
C 4.119 6.311 7.797
C 2.845 4.051 9.851
H 2.960 6.771 9.589
H 2.416 7.562 8.127
H 4.553 5.370 8.141
H 4.850 7.107 7.956
H 3.944 6.204 6.723
H 3.515 3.383 9.306
H 2.418 3.517 10.701
H 3.412 4.882 10.265
O 8.431 1.347 -7.868
C 7.571 1.355 -7.019
O 6.276 1.298 -7.375
C 5.192 1.113 -6.452
C 4.760 2.436 -5.854
C 7.927 1.520 -5.568
H 5.446 0.369 -5.692
H 4.366 0.694 -7.028
H 5.564 2.902 -5.282
H 3.901 2.298 -5.195
H 4.486 3.140 -6.644
H 8.068 2.580 -5.352
H 8.860 0.987 -5.379
H 7.191 1.102 -4.883
```

Results
**Highest occupied orbital energy**: -11.23 eV
**Kohn-Sham gap**: 6.92 eV
**LUMO**: -4.31 eV
**Total charge**: +1

=====

No. 3
Entry from the Open Molecules 2025 dataset: a 8-piece molecular cluster, C37H77FI2O21P overall (wB97M-V/def2-TZVPD).

The geometry in XYZ format:
```
139
Properties=species:S:1:pos:R:3
C 1.718 -3.221 0.481
C 1.120 -2.916 -0.900
I 1.571 -4.598 -2.260
C -0.355 -2.620 -0.901
P -0.677 -0.757 -0.398
C -0.818 1.066 0.202
C 0.278 1.948 -0.387
C 0.008 2.345 -1.832
F 0.128 3.752 -2.002
C -2.223 -0.706 -1.568
C -3.435 -1.583 -1.230
C -4.349 -1.035 -0.129
I -4.128 -1.925 1.809
H 2.374 -2.404 0.787
H 0.913 -3.307 1.216
H 2.303 -4.140 0.508
H 1.655 -2.095 -1.381
H -0.803 -2.808 -1.880
H -0.865 -3.273 -0.178
H -1.490 -1.184 0.740
H 0.555 -0.803 0.436
H 0.174 -0.346 -1.565
H -0.706 1.015 1.293
H -1.808 1.498 -0.005
H 1.224 1.393 -0.340
H 0.408 2.875 0.184
H -1.011 2.091 -2.138
H 0.711 1.892 -2.534
H -2.579 0.327 -1.698
H -1.841 -1.019 -2.549
H -4.072 -1.658 -2.124
H -3.133 -2.609 -0.997
H -4.217 0.037 0.012
H -5.399 -1.230 -0.340
C -2.179 4.654 -3.991
C -2.580 5.420 -2.751
O -3.349 6.593 -3.111
C -4.626 6.380 -3.390
O -5.212 5.329 -3.347
O -5.174 7.546 -3.761
C -6.555 7.457 -4.112
H -1.656 5.314 -4.685
H -1.518 3.833 -3.722
H -3.055 4.247 -4.496
H -1.713 5.809 -2.225
H -3.159 4.804 -2.065
H -7.128 6.992 -3.312
H -6.680 6.877 -5.025
H -6.882 8.481 -4.268
C 6.508 3.073 -6.611
C 6.246 4.315 -5.788
O 4.876 4.739 -5.886
C 4.018 4.060 -5.115
O 4.310 3.165 -4.364
O 2.798 4.530 -5.337
C 1.757 3.869 -4.595
H 6.208 3.233 -7.647
H 7.573 2.835 -6.591
H 5.958 2.223 -6.212
H 6.816 5.164 -6.161
H 6.496 4.156 -4.739
H 1.995 3.842 -3.535
H 1.623 2.856 -4.972
H 0.861 4.457 -4.762
C 3.451 -9.326 2.015
C 2.847 -8.500 3.131
O 2.214 -7.316 2.626
C 0.988 -7.494 2.122
O 0.389 -8.541 2.096
O 0.567 -6.337 1.640
C -0.735 -6.369 1.039
H 4.134 -8.718 1.421
H 4.007 -10.165 2.434
H 2.672 -9.717 1.362
H 3.616 -8.127 3.806
H 2.123 -9.078 3.704
H -1.465 -6.779 1.734
H -0.711 -6.968 0.130
H -0.970 -5.338 0.794
C -3.376 0.800 4.843
C -2.353 -0.301 5.000
O -1.147 0.192 5.623
C -1.192 0.318 6.939
O -2.112 0.033 7.664
O -0.023 0.826 7.352
C 0.049 1.066 8.755
H -2.944 1.638 4.294
H -4.231 0.426 4.279
H -3.723 1.156 5.813
H -2.036 -0.673 4.029
H -2.744 -1.132 5.586
H -0.216 0.176 9.323
H -0.618 1.881 9.037
H 1.079 1.348 8.957
C 5.353 1.083 -0.471
C 5.555 0.233 -1.704
O 6.534 -0.809 -1.490
C 6.076 -1.878 -0.842
O 4.967 -2.028 -0.409
O 7.065 -2.775 -0.751
C 6.681 -3.986 -0.089
H 6.303 1.494 -0.130
H 4.680 1.908 -0.709
H 4.908 0.499 0.333
H 5.964 0.816 -2.527
H 4.620 -0.223 -2.029
H 5.793 -4.411 -0.551
H 6.480 -3.796 0.964
H 7.529 -4.657 -0.197
C -1.302 4.941 6.725
C -2.439 5.211 7.681
O -1.956 5.594 8.986
C -1.590 6.864 9.110
O -1.653 7.716 8.262
O -1.109 7.040 10.344
C -0.650 8.367 10.612
H -0.620 4.202 7.147
H -1.690 4.554 5.783
H -0.737 5.850 6.517
H -3.022 4.311 7.865
H -3.106 5.988 7.306
H -1.426 9.096 10.386
H 0.236 8.590 10.019
H -0.408 8.384 11.670
C -4.046 -4.326 -7.159
C -4.426 -5.709 -6.678
O -3.272 -6.554 -6.528
C -2.575 -6.356 -5.402
O -2.855 -5.572 -4.535
O -1.517 -7.161 -5.422
C -0.628 -6.998 -4.304
H -3.468 -4.389 -8.082
H -4.946 -3.741 -7.352
H -3.453 -3.806 -6.408
H -5.045 -6.227 -7.409
H -4.960 -5.664 -5.730
H -1.172 -7.054 -3.364
H -0.108 -6.045 -4.360
H 0.084 -7.815 -4.379
```

Results
**Highest occupied orbital energy**: -4.26 eV
**Kohn-Sham gap**: 6.27 eV
**LUMO**: 2.00 eV
**Total charge**: -1

=====

total charge of number 3 (C37H77FI2O21P)?
-1

=====

What is the LUMO in the third record?
2.00 eV

=====

The lowest total charge belongs to which entry?
C37H77FI2O21P